(1)
Here is 14 unconnected molecules or ions with the total composition C46H100O38 in a non-equilibrium geometry from OMol25. Energies are from wB97M-V/def2-TZVPD.

```
184
C46H100O38 wB97M-V/def2-TZVPD
C 5.06 -1.79 -2.83
O 4.23 -2.96 -2.92
C 2.85 -2.64 -3.14
C 1.89 -3.90 -3.14
O 1.89 -4.51 -1.88
C 2.73 -5.65 -1.70
H 6.06 -2.23 -2.78
H 4.79 -1.09 -2.01
H 4.98 -1.21 -3.78
H 2.70 -2.15 -4.15
H 2.63 -1.88 -2.40
H 2.24 -4.53 -4.01
H 0.90 -3.45 -3.25
H 3.79 -5.31 -1.55
H 2.77 -6.36 -2.56
H 2.27 -6.26 -0.88
C 3.19 -3.74 5.71
O 3.75 -3.35 4.46
C 3.05 -3.97 3.34
C 3.62 -3.47 2.02
O 3.08 -2.21 1.67
C 3.14 -2.01 0.27
H 2.73 -4.76 5.71
H 2.38 -3.07 6.02
H 3.98 -3.65 6.45
H 1.97 -3.73 3.45
H 3.21 -5.06 3.46
H 3.36 -4.15 1.21
H 4.74 -3.41 2.20
H 2.58 -2.84 -0.24
H 4.20 -1.94 -0.11
H 2.71 -1.02 0.18
C 0.02 0.71 -0.32
O 0.47 -0.58 -0.23
C -0.46 -1.62 -0.50
C -0.29 -2.71 0.57
O -1.41 -3.52 0.53
C -1.12 -4.74 1.31
H -0.80 0.99 0.43
H -0.26 0.94 -1.35
H 0.80 1.43 -0.05
H -0.31 -2.03 -1.53
H -1.51 -1.32 -0.40
H -0.23 -2.24 1.57
H 0.68 -3.22 0.38
H -1.53 -4.59 2.37
H -0.07 -5.03 1.28
H -1.76 -5.54 0.94
C 6.99 2.66 7.10
O 7.58 3.57 6.16
C 6.92 4.77 5.97
C 5.79 4.55 4.99
O 4.64 4.09 5.69
C 3.66 3.67 4.76
H 7.83 2.04 7.49
H 6.33 2.07 6.50
H 6.34 3.02 7.93
H 7.76 5.43 5.53
H 6.63 5.18 6.91
H 6.19 3.74 4.29
H 5.47 5.43 4.44
H 3.27 4.51 4.22
H 2.86 3.02 5.13
H 4.18 3.10 3.99
C 2.70 0.78 -2.62
O 3.71 0.97 -3.73
C 3.63 2.11 -4.35
O 2.76 2.94 -4.23
O 4.66 2.29 -5.19
C 4.69 3.40 -6.07
H 2.41 1.69 -2.07
H 3.19 0.16 -1.86
H 1.86 0.24 -2.93
H 5.31 4.23 -5.76
H 3.66 3.74 -6.34
H 5.10 2.92 -6.98
C -3.80 1.90 2.74
O -3.86 0.81 3.79
C -3.16 -0.29 3.53
O -2.24 -0.36 2.73
O -3.50 -1.28 4.39
C -2.61 -2.32 4.22
H -3.74 2.88 3.28
H -4.62 1.80 2.00
H -2.80 1.74 2.28
H -2.44 -2.62 3.18
H -2.93 -3.19 4.83
H -1.62 -2.12 4.64
C -4.01 5.75 -3.91
O -3.28 4.78 -3.16
C -2.46 4.07 -3.94
O -2.47 4.00 -5.15
O -1.60 3.41 -3.14
C -0.38 3.10 -3.85
H -5.00 5.33 -4.28
H -3.48 5.98 -4.80
H -4.02 6.62 -3.26
H -0.63 2.67 -4.86
H 0.33 2.56 -3.29
H 0.11 4.02 -4.05
C -6.16 -6.21 0.34
O -6.63 -6.97 1.45
C -5.82 -6.75 2.51
O -4.81 -6.10 2.46
O -6.27 -7.41 3.56
C -5.63 -7.05 4.81
H -6.12 -5.12 0.51
H -6.87 -6.37 -0.47
H -5.22 -6.59 0.06
H -5.86 -6.03 5.02
H -4.59 -7.28 4.95
H -6.13 -7.57 5.56
C 1.60 0.13 -6.08
O 1.05 -1.15 -5.64
C 0.03 -1.18 -4.78
O -0.12 -0.33 -3.93
O -0.69 -2.30 -4.95
C -1.67 -2.74 -3.92
H 1.16 0.89 -5.41
H 1.27 0.24 -7.08
H 2.72 -0.09 -6.11
H -1.09 -3.06 -3.08
H -2.41 -3.40 -4.37
H -2.25 -1.89 -3.59
C 2.39 4.83 -0.58
O 2.72 3.46 -0.31
C 3.59 3.28 0.71
O 4.16 4.12 1.30
O 3.85 1.97 0.78
C 4.75 1.61 1.89
H 3.29 5.36 -0.86
H 1.94 5.37 0.23
H 1.67 4.86 -1.41
H 5.35 2.53 2.21
H 5.36 0.69 1.60
H 4.14 1.33 2.69
C -5.30 6.15 -0.68
O -3.90 6.21 -0.43
C -3.29 5.06 -0.01
O -3.83 4.05 0.29
O -1.99 5.37 0.21
C -1.19 4.41 0.84
H -5.45 7.00 -1.41
H -5.83 6.30 0.24
H -5.62 5.30 -1.30
H -1.52 3.37 0.52
H -1.12 4.65 1.89
H -0.16 4.53 0.39
C -4.29 0.96 -1.44
O -3.80 0.26 -2.59
C -4.03 0.81 -3.78
O -4.67 1.85 -3.86
O -3.37 0.18 -4.71
C -3.15 0.88 -5.92
H -3.96 0.42 -0.58
H -5.36 1.02 -1.32
H -3.99 1.97 -1.46
H -3.62 0.35 -6.71
H -2.06 0.98 -6.01
H -3.57 1.84 -5.86
C -4.48 -2.78 0.24
O -5.43 -2.45 -0.82
C -5.18 -2.39 -2.11
O -4.11 -2.70 -2.63
O -6.20 -1.97 -2.83
C -5.94 -2.02 -4.30
H -4.39 -1.92 0.91
H -3.56 -2.99 -0.19
H -4.90 -3.48 0.84
H -5.54 -1.08 -4.61
H -6.94 -2.24 -4.66
H -5.17 -2.78 -4.60
C 1.61 -0.08 2.98
O 0.86 0.78 3.83
C 0.87 2.14 3.54
O 1.61 2.63 2.76
O 0.07 2.79 4.38
C -0.82 2.19 5.32
H 1.84 -0.97 3.49
H 2.53 0.34 2.60
H 0.97 -0.33 2.16
H -1.27 1.35 4.93
H -1.52 3.03 5.50
H -0.20 1.77 6.13
```

molecular weight: 1261.27 g/mol
HOMO: -9.164 eV
HOMO-LUMO gap: 9.61 eV
DFT total energy: -4671.56132 a.u.

(2)
Here is a molecular structure, C46H108F12N10O21PtS4 in a non-equilibrium geometry from OMol25. Energies are from wB97M-V/def2-TZVPD.

```
202
C46H108F12N10O21PtS4 wB97M-V/def2-TZVPD
Pt -4.01 1.30 2.42
C -4.12 3.31 7.41
F -2.90 3.16 6.88
F -4.17 3.00 8.67
F -4.26 4.62 7.33
S -5.38 2.23 6.35
O -4.70 0.97 6.15
O -6.61 2.11 7.14
N -5.45 3.03 4.77
S -6.17 4.40 5.04
O -6.68 4.82 6.36
O -5.32 5.44 4.43
C -7.76 4.22 3.91
F -8.56 3.22 4.40
F -8.53 5.31 3.89
F -7.42 3.91 2.68
C 0.62 0.29 0.02
F 1.59 0.47 0.92
F 0.00 1.44 -0.21
F 1.16 -0.18 -1.11
S -0.71 -1.06 0.64
O -1.85 -0.74 -0.19
O -0.21 -2.44 0.51
N -1.32 -0.47 2.20
S -0.37 -1.12 3.24
O 1.00 -1.40 2.72
O -0.33 -0.34 4.50
C -1.25 -2.82 3.74
F -1.24 -3.62 2.61
F -0.50 -3.48 4.67
F -2.49 -2.61 4.20
C -2.47 0.88 -5.92
C -3.47 0.75 -7.05
C -3.97 -0.81 -7.22
O -4.66 -0.98 -8.43
C -5.22 -2.30 -8.39
N -4.59 1.72 -6.73
H -2.27 1.92 -5.70
H -1.54 0.42 -6.25
H -2.86 0.43 -5.01
H -3.02 1.15 -7.95
H -4.56 -1.08 -6.35
H -3.10 -1.48 -7.21
H -6.08 -2.29 -7.72
H -4.54 -3.09 -8.05
H -5.52 -2.61 -9.39
H -5.21 1.88 -7.50
H -4.17 2.63 -6.58
C 2.36 -4.59 -6.31
C 0.89 -4.97 -6.37
C 0.11 -4.25 -5.26
O -1.36 -4.67 -5.35
C -2.10 -4.30 -4.23
N 0.36 -4.54 -7.64
H 2.98 -5.06 -7.07
H 2.79 -4.92 -5.36
H 2.52 -3.51 -6.38
H 0.79 -6.05 -6.28
H 0.27 -3.17 -5.28
H 0.52 -4.54 -4.29
H -2.14 -3.22 -4.24
H -1.61 -4.54 -3.29
H -3.11 -4.72 -4.22
H 0.49 -3.60 -7.99
H -0.64 -4.53 -7.45
C -5.13 4.19 -1.93
C -4.27 3.52 -0.92
C -3.61 4.51 0.08
O -2.85 3.76 1.01
C -1.97 4.46 1.88
N -5.04 2.46 -0.20
H -5.55 3.40 -2.56
H -4.57 4.87 -2.57
H -5.82 4.90 -1.48
H -3.45 3.06 -1.47
H -4.46 5.06 0.49
H -2.96 5.26 -0.39
H -2.54 5.32 2.23
H -1.05 4.78 1.38
H -1.69 3.79 2.69
H -5.98 2.84 -0.22
H -5.08 1.73 -0.90
C 3.95 -4.29 6.13
O 4.32 -3.81 4.85
C 5.41 -4.45 4.25
C 5.89 -3.87 2.87
N 4.84 -4.12 1.90
C 4.76 -3.35 0.63
C 5.80 -3.68 -0.47
O 5.61 -2.66 -1.44
C 6.47 -2.78 -2.50
H 4.85 -4.29 6.73
H 3.35 -5.20 6.07
H 3.35 -3.51 6.61
H 5.10 -5.47 4.03
H 6.21 -4.48 4.99
H 6.89 -4.20 2.57
H 6.02 -2.80 3.05
H 3.94 -3.88 2.29
H 4.78 -2.31 0.94
H 3.79 -3.57 0.19
H 5.47 -4.60 -0.94
H 6.85 -3.62 -0.18
H 6.26 -2.05 -3.28
H 6.52 -3.81 -2.87
H 7.48 -2.59 -2.13
C -7.83 -3.42 6.08
O -7.40 -2.52 5.08
C -8.25 -2.45 3.92
C -7.70 -1.29 3.06
N -6.24 -1.57 2.75
C -5.97 -2.67 1.86
C -6.75 -2.62 0.52
O -6.50 -1.57 -0.41
C -7.54 -1.50 -1.37
H -7.96 -4.46 5.77
H -8.75 -3.05 6.54
H -7.11 -3.47 6.90
H -9.29 -2.38 4.25
H -8.11 -3.39 3.39
H -7.81 -0.40 3.69
H -8.30 -1.10 2.17
H -5.94 -1.94 3.64
H -6.08 -3.69 2.23
H -4.90 -2.71 1.63
H -7.82 -2.62 0.73
H -6.51 -3.51 -0.05
H -7.99 -2.46 -1.63
H -7.11 -1.03 -2.26
H -8.33 -0.81 -1.10
C 5.67 3.70 2.95
O 5.21 4.29 4.16
C 3.80 3.98 4.36
C 3.43 4.52 5.74
N 3.17 5.94 5.62
C 2.74 6.65 6.83
C 3.81 6.57 7.93
O 3.95 5.38 8.67
C 4.90 5.52 9.75
H 5.51 2.63 2.89
H 6.73 3.95 2.98
H 5.32 4.15 2.02
H 3.57 2.91 4.42
H 3.14 4.40 3.59
H 4.27 4.43 6.44
H 2.62 3.89 6.09
H 3.99 6.38 5.24
H 1.88 6.07 7.15
H 2.43 7.68 6.68
H 3.47 7.34 8.63
H 4.75 6.95 7.53
H 4.85 4.72 10.49
H 4.82 6.46 10.30
H 5.90 5.59 9.32
C 5.09 -8.77 -4.06
O 4.32 -9.56 -3.12
C 2.96 -9.13 -2.90
C 2.17 -9.95 -1.93
N 2.42 -9.77 -0.49
C 2.02 -8.42 -0.01
C 1.84 -8.36 1.56
O 0.86 -9.32 1.97
C 0.71 -9.43 3.35
H 4.44 -8.54 -4.90
H 6.05 -9.22 -4.33
H 5.29 -7.81 -3.58
H 2.54 -9.25 -3.90
H 2.80 -8.08 -2.67
H 2.32 -11.03 -2.03
H 1.08 -9.86 -2.00
H 2.02 -10.40 0.19
H 1.11 -7.95 -0.38
H 2.74 -7.65 -0.27
H 1.41 -7.41 1.90
H 2.81 -8.40 2.05
H 1.58 -9.88 3.83
H -0.10 -10.15 3.48
H 0.44 -8.46 3.76
C 4.34 5.14 -4.61
O 3.59 6.32 -4.75
C 4.06 7.50 -4.09
C 3.38 8.82 -4.63
N 3.45 9.16 -6.07
C 4.80 8.98 -6.61
C 5.74 10.11 -6.11
O 5.70 11.24 -7.02
C 6.84 12.18 -6.77
H 5.22 5.00 -5.23
H 3.59 4.39 -4.88
H 4.71 4.92 -3.61
H 5.12 7.62 -4.30
H 4.02 7.27 -3.03
H 3.77 9.74 -4.20
H 2.35 8.81 -4.26
H 3.17 10.09 -6.34
H 4.76 9.01 -7.70
H 5.27 8.01 -6.41
H 6.75 9.71 -6.03
H 5.36 10.53 -5.18
H 7.76 11.62 -6.95
H 6.94 12.62 -5.78
H 6.82 13.03 -7.45
```

molecular weight: 1688.74 g/mol
HOMO (alpha / beta): -7.967 / -7.967 eV
HOMO-LUMO gap (alpha / beta): 4.76 / 1.63 eV
2S+1: 3
DFT total energy: -6854.59743 a.u.